107
Properties=species:S:1:pos:R:3:forces:R:3 method="wB97M-V/def2-TZVPD" multiplicity=1 gap_ev=6.947 e_tot_ha=-3852.64679 e_homo_ev=-5.05 total_charge=-1
C 1.83586 -0.04996 0.26606 0.128 0.275 -0.030
C 2.70167 0.76845 -0.70289 -0.292 -0.118 0.177
C 3.90729 -0.08931 -1.03743 0.199 -0.024 0.320
C 3.16786 2.03025 0.02333 0.057 -0.105 0.116
C 1.76954 1.08387 -1.89144 0.362 -0.246 -0.107
C 2.30225 1.34144 -3.31817 -0.282 0.219 -0.420
C 3.56651 2.21829 -3.39030 0.098 0.026 0.159
C 1.18876 2.14947 -4.01299 0.103 -0.058 0.293
C 2.49046 0.01417 -4.05484 -0.128 -0.445 -0.389
C 3.72768 -0.62956 -4.10349 -0.226 -0.343 -0.308
C 3.90345 -1.86745 -4.72005 -0.505 0.236 0.039
C 2.82122 -2.49992 -5.32545 0.048 0.282 0.124
O 2.96629 -3.74138 -5.91529 -0.092 0.100 0.018
C 2.89505 -4.84096 -4.99619 0.040 -0.089 -0.013
C 1.85354 -4.63286 -3.92335 -0.150 -0.373 -0.172
O 1.57891 -5.87515 -3.31712 0.440 0.124 0.144
C 0.70726 -5.71243 -2.19601 -0.205 -0.134 -0.179
C -0.73125 -5.42794 -2.61437 -0.048 0.171 0.390
P -1.42843 -3.70540 -2.21621 0.116 0.187 -0.111
F 0.09029 -2.92869 -2.29878 -0.056 -0.027 0.019
O -3.05539 -4.30481 -2.14833 0.315 -0.744 -0.182
C -3.90127 -3.41219 -2.78017 -0.116 0.038 0.156
C -3.44220 -1.98876 -2.36265 0.374 0.092 -0.158
C -3.33298 -1.11406 -3.61918 -0.286 -0.073 0.223
C -4.35239 -1.39461 -1.28074 -0.316 0.120 -0.028
C -5.32939 -0.31127 -1.70110 -0.140 -0.162 0.176
O -4.81009 1.00813 -1.59079 -0.038 0.214 -0.025
O -2.16534 -2.15933 -1.80391 0.172 0.282 0.086
C 1.58043 -1.86906 -5.33082 0.423 0.513 0.358
C 1.41610 -0.63193 -4.69434 0.690 -0.558 -0.057
H 2.23399 -0.02690 1.27429 0.168 -0.028 0.172
H 1.78402 -1.07903 -0.06075 -0.179 -0.331 -0.145
H 0.82662 0.34055 0.29437 -0.317 0.090 0.127
H 4.65754 0.43463 -1.62116 0.039 0.054 -0.197
H 3.61591 -1.00743 -1.53122 -0.020 -0.145 -0.205
H 4.39113 -0.37101 -0.10356 0.107 -0.063 0.210
H 3.42609 1.78179 1.04808 0.143 -0.071 0.237
H 4.05884 2.46922 -0.41737 -0.003 0.207 -0.153
H 2.37326 2.76637 0.07709 -0.110 0.264 -0.065
H 1.07987 0.24742 -1.97793 -0.196 -0.133 -0.103
H 1.16394 1.94116 -1.60428 -0.102 0.177 0.136
H 3.96909 2.46081 -2.41461 0.045 0.009 0.116
H 3.34956 3.15862 -3.88288 -0.079 0.246 -0.079
H 4.35730 1.75779 -3.96534 0.194 -0.103 -0.111
H 1.13971 3.12714 -3.54376 0.003 0.252 0.032
H 0.21463 1.69797 -3.87184 -0.228 -0.174 -0.125
H 1.39844 2.27911 -5.06886 -0.037 -0.020 -0.250
H 4.57987 -0.18253 -3.62457 0.165 0.040 -0.008
H 4.86832 -2.34536 -4.70792 0.190 -0.133 -0.044
H 3.87427 -5.03574 -4.55743 0.187 0.115 0.105
H 2.63129 -5.71458 -5.58106 -0.085 -0.113 -0.204
H 0.95018 -4.23677 -4.38047 -0.239 0.198 -0.041
H 2.19106 -3.91128 -3.18752 0.010 0.233 0.242
H 0.78456 -6.64303 -1.64320 0.010 -0.254 0.016
H 1.08141 -4.92311 -1.54568 0.142 0.209 0.088
H -1.37784 -6.13328 -2.10017 -0.260 -0.054 0.151
H -0.84028 -5.64820 -3.67200 0.003 0.012 -0.305
H -1.17023 -3.89421 -0.82992 -0.168 -0.074 0.130
H -1.56805 -3.38896 -3.60809 -0.071 -0.004 -0.060
H -3.88729 -3.49022 -3.87336 0.206 -0.200 -0.157
H -4.92140 -3.63635 -2.46856 -0.235 0.142 0.084
H -4.14508 -1.31406 -4.31570 -0.168 0.036 -0.126
H -3.35524 -0.05584 -3.38732 0.179 0.281 -0.061
H -2.39897 -1.36878 -4.09622 0.239 0.008 -0.204
H -4.93336 -2.19890 -0.84011 -0.027 -0.251 0.180
H -3.74835 -0.98365 -0.47766 0.293 0.023 0.116
H -6.18985 -0.34063 -1.04027 -0.205 0.075 0.142
H -5.70506 -0.48992 -2.70708 -0.024 0.019 -0.271
H -3.86460 0.96673 -1.74454 0.148 -0.009 -0.025
H 0.74654 -2.36400 -5.79974 -0.163 -0.041 -0.045
H 0.42495 -0.21727 -4.68806 -0.181 0.175 0.056
C -0.93238 -1.68223 4.42962 -0.034 -0.473 -0.068
C -0.06813 -0.59817 3.76742 -0.309 0.131 0.104
C 1.11560 -0.04114 4.56289 0.046 -0.026 0.001
F 0.68714 0.59546 5.68024 0.045 -0.036 -0.032
F 1.77210 0.85875 3.79918 -0.011 0.019 0.045
F -0.84494 0.42326 3.35098 0.061 -0.016 -0.048
F 0.48462 -1.19280 2.68339 0.110 -0.081 -0.094
O -2.15633 -1.25367 4.99719 0.106 0.244 -0.142
C -2.27126 -0.85319 6.28589 -0.160 0.005 0.112
C -2.78341 0.58805 6.34218 -0.085 -0.040 0.073
F -1.88889 1.39246 5.73793 0.008 0.247 0.081
F -2.90435 0.96722 7.63801 0.029 0.063 -0.058
F -1.13343 -0.98503 6.99446 0.037 -0.044 -0.071
F -3.21202 -1.61708 6.89369 0.052 -0.125 0.030
H -1.23078 -2.32788 3.60575 -0.025 0.013 -0.018
H -0.35126 -2.29282 5.12070 0.067 0.148 0.087
H 1.80562 -0.84178 4.84137 -0.005 0.025 0.036
H -3.75006 0.67194 5.84379 0.007 0.002 -0.005
C -0.41602 4.35649 5.65041 -0.080 -0.668 0.211
C 0.75858 5.32063 5.85854 -0.048 0.153 -0.275
C 0.62068 6.38880 6.94511 0.043 -0.019 0.054
F -0.37872 7.24546 6.65068 0.021 0.003 0.003
F 1.77698 7.09093 7.00961 -0.078 0.021 0.020
F 1.09943 5.90971 4.69460 -0.005 -0.030 0.015
F 1.81168 4.55213 6.26334 0.027 -0.084 0.060
O -1.28433 4.62436 4.57237 0.284 0.393 -0.167
C -2.39215 5.40009 4.69127 -0.150 -0.055 -0.016
C -2.34191 6.57244 3.70706 -0.038 0.031 0.016
F -1.28859 7.36465 3.99055 -0.036 0.039 0.001
F -3.47634 7.29856 3.84437 0.056 0.041 -0.051
F -2.60731 5.83271 5.94960 0.089 -0.042 -0.010
F -3.46665 4.65920 4.33506 -0.106 -0.120 0.095
H 0.04724 3.40753 5.38473 0.035 -0.007 -0.008
H -0.96216 4.18323 6.57819 0.012 0.186 0.052
H 0.43431 5.92690 7.91835 -0.027 0.030 -0.004
H -2.26110 6.19958 2.68492 -0.001 0.027 -0.007